A molecular structure, C4H6S at a distorted geometry. Source: the OMol25 dataset; level of theory: ωB97M-V/def2-TZVPD.

```
11
Properties=species:S:1:pos:R:3:forces:R:3
C 0.425 0.262 -0.016 0.8 -3.5 1.8
C -0.937 -0.395 -0.318 -0.3 -3.8 3.3
C -1.442 -0.422 1.238 -1.0 0.5 -4.6
C -1.949 -0.488 2.325 1.4 -0.2 6.3
H 0.919 -0.801 -1.995 2.2 3.1 1.1
H 0.387 1.216 0.429 -1.0 1.0 1.0
H 0.857 -0.491 0.802 -0.5 1.8 -1.6
H -1.069 -1.652 -0.518 1.8 3.0 0.7
H -1.448 -0.192 -1.251 -0.9 1.6 0.7
H -1.777 -0.530 3.685 -1.1 0.1 -5.3
S 1.597 0.544 -1.283 -1.4 -3.8 -3.2
```
Forces are in eV/Å.

Calculated values
Kohn-Sham gap ... 9.365 eV
LUMO energy ... 0.2 eV
M ... 86.2 g/mol
Energy relative to the best compared isomer or geometry (same formula, charge and spin) ... 129.5 kcal per mole
Energy ... -553.965758 a.u.

These are the Mulliken partial charges, in e, on atoms 1 to 6: -0.474, -0.590, -0.509, 0.086, 0.129, 0.298